Entry 1:
{"formula": "C4H17F4N3O12PbS4", "method": "ωB97M-V/def2-TZVPD", "species": ["Pb", "N", "S", "O", "O", "F", "S", "O", "O", "F", "N", "S", "O", "O", "F", "S", "O", "O", "F", "O", "H", "H", "O", "H", "H", "O", "H", "H", "C", "C", "C", "O", "C", "N", "H", "H", "H", "H", "H", "H", "H", "H", "H", "H", "H"], "xyz": [[-0.259, -0.523, -0.560], [-0.596, -2.449, 0.846], [-0.678, -2.799, 2.352], [0.538, -3.145, 3.054], [-1.906, -3.382, 2.769], [-0.788, -1.309, 2.774], [0.113, -4.028, 0.438], [-0.251, -5.261, 1.151], [1.509, -3.883, -0.014], [-0.647, -4.171, -0.997], [-1.856, 0.913, 0.544], [-2.890, 2.120, -0.211], [-2.240, 2.947, -1.230], [-4.037, 2.661, 0.472], [-3.534, 0.963, -1.189], [-1.822, 1.696, 1.874], [-2.788, 1.226, 2.832], [-1.413, 3.142, 1.815], [-0.422, 1.111, 2.501], [-1.961, -1.466, -2.237], [-2.838, -1.764, -1.999], [-1.849, -1.750, -3.144], [-3.592, -1.224, 0.399], [-2.968, -0.498, 0.386], [-3.097, -1.959, 0.763], [1.374, -1.063, -2.373], [1.145, -1.290, -3.275], [2.331, -1.057, -2.363], [3.314, 1.772, 1.474], [2.106, 1.316, 0.631], [2.198, 1.889, -0.830], [0.897, 1.669, -1.379], [0.743, 2.097, -2.757], [2.019, -0.136, 0.654], [4.278, 1.344, 1.201], [3.114, 1.506, 2.512], [3.331, 2.859, 1.392], [1.209, 1.718, 1.103], [3.019, 1.336, -1.285], [2.401, 2.960, -0.801], [1.580, 1.893, -3.425], [0.396, 3.127, -2.836], [-0.200, 1.691, -3.123], [2.058, -0.360, 1.638], [2.961, -0.438, 0.453]], "forces_ev_per_a": [[0.48, -0.06, -0.32], [1.72, -4.75, -1.98], [-0.50, 1.53, 6.31], [-0.50, -0.58, -1.48], [0.11, -0.31, -0.54], [-0.62, 1.37, 0.31], [2.04, -2.23, -3.63], [0.26, 3.41, -1.12], [-2.69, 0.42, 1.37], [0.13, 0.35, 1.12], [-2.04, 3.24, -1.85], [-1.77, 0.16, -5.85], [-0.16, -1.50, 2.48], [1.93, -1.13, 0.09], [0.47, 0.84, 0.94], [2.84, 2.93, 7.50], [0.79, 0.90, -1.32], [-1.75, -3.67, -0.75], [-0.52, -0.07, -0.84], [0.21, -0.03, -0.43], [-0.60, 0.02, 0.60], [0.11, -0.11, -0.33], [-0.30, -0.68, -0.60], [-0.16, 0.20, 0.31], [-0.03, -0.39, 0.41], [0.28, -0.12, -0.46], [-0.17, -0.17, -0.34], [0.39, -0.09, 0.18], [-0.96, 0.50, -0.09], [1.06, 1.66, -0.37], [-0.96, -0.69, 2.12], [0.88, 0.28, -1.41], [-1.45, 0.33, 0.39], [0.32, -0.13, 0.09], [-0.06, -0.02, -0.33], [0.10, 0.09, 0.08], [0.43, 0.03, 0.27], [-0.01, 0.10, -0.14], [-0.07, 0.03, -0.80], [0.16, -0.02, -0.04], [0.06, -0.17, 0.33], [0.94, 0.57, 0.51], [0.24, -1.01, -0.06], [-0.91, -0.42, 0.61], [0.27, -0.60, -0.93]], "orbital_gap_ev": 9.401, "homo_energy_ev": -10.57, "molar_mass_g_mol": 710.649, "fmax_ev_per_a": 8.5, "lumo_ev": -1.17, "e_above_lowest_kcal_mol": 0.0}

***

Entry 2:
{"formula": "C4H17N2O2", "method": "ωB97M-V/def2-TZVPD", "species": ["C", "C", "C", "C", "N", "N", "H", "H", "H", "H", "H", "H", "H", "H", "H", "H", "H", "H", "H", "H", "H", "O", "H", "H", "O"], "xyz": [[1.115, -0.123, -0.774], [1.274, -1.335, 0.208], [0.142, -2.241, 0.177], [-2.274, -2.441, 1.155], [-0.999, -1.589, 1.068], [0.054, 0.751, -0.279], [0.786, -0.479, -1.818], [2.151, 0.396, -0.797], [2.249, -1.894, -0.087], [1.634, -0.939, 1.185], [0.393, -3.325, 0.579], [-0.264, -2.395, -0.734], [-3.003, -1.974, 0.325], [-2.815, -2.317, 2.070], [-2.103, -3.500, 1.004], [-0.716, -1.376, 2.034], [-0.819, 0.222, 0.235], [0.419, 1.480, 0.368], [-0.336, 1.320, -1.160], [1.669, 2.963, 1.824], [1.365, 3.991, 0.713], [0.999, 3.120, 1.110], [-0.446, 2.157, -3.175], [-0.117, 3.444, -2.645], [-0.370, 2.498, -2.364]], "forces_ev_per_a": [[1.50, -1.67, -0.62], [4.21, 0.94, -1.21], [-0.56, -0.29, 4.81], [-0.87, 2.95, -2.34], [-0.45, -5.53, 0.49], [-3.18, 0.76, -0.23], [0.88, 0.51, 1.54], [-2.09, -0.45, -0.24], [-1.73, 0.71, 0.06], [-0.88, -0.40, -0.22], [-0.77, 2.03, -0.04], [-1.40, -0.40, -3.15], [1.46, -1.35, 1.42], [0.14, 0.47, 0.75], [0.43, -0.08, -0.59], [0.26, 0.87, -0.36], [2.69, 1.68, -1.74], [-0.15, 0.21, -0.04], [0.61, -0.40, 1.83], [-0.89, 0.17, -0.64], [-1.10, -2.01, 0.74], [2.00, 1.55, -0.07], [-0.76, -2.75, -5.15], [-0.50, -1.71, 1.38], [1.14, 4.19, 3.63]], "orbital_gap_ev": [12.102, 6.432], "homo_energy_ev": [-18.58, -18.58], "multiplicity": 2, "charge": 2, "molar_mass_g_mol": 125.192, "fmax_ev_per_a": 5.9, "lumo_ev": [-6.48, -12.15], "e_above_lowest_kcal_mol": 35.5}

***

Entry 3:
{"formula": "C4H17N2O4", "method": "ωB97M-V/def2-TZVPD", "species": ["C", "N", "C", "O", "C", "N", "C", "H", "H", "H", "H", "H", "H", "H", "H", "H", "H", "H", "H", "H", "O", "H", "H", "O", "H", "H", "O"], "xyz": [[0.475, -0.665, 1.998], [-0.811, -1.051, 1.395], [-0.941, -1.182, -0.069], [0.186, -1.752, -0.556], [0.793, 0.655, 1.317], [-0.422, 1.644, 1.413], [-0.890, 2.076, 0.102], [0.160, -0.480, 3.120], [1.192, -1.532, 1.887], [-1.273, -1.760, 1.877], [-1.829, -1.796, -0.348], [-1.017, -0.137, -0.527], [1.586, 1.186, 1.942], [1.067, 0.546, 0.282], [-1.143, 1.155, 1.838], [-0.033, 2.494, -0.446], [-1.320, 1.366, -0.543], [-1.420, 2.972, 0.226], [1.295, 0.247, -1.877], [0.432, -1.112, -1.561], [0.791, -0.358, -2.328], [1.995, -1.426, -0.748], [2.377, -1.067, 0.518], [2.813, -1.320, -0.316], [-1.958, -0.026, -2.782], [-0.607, 0.513, -2.767], [-1.502, 0.812, -3.045]], "forces_ev_per_a": [[-2.42, -0.61, 0.47], [-0.94, 0.90, -0.37], [1.08, 0.82, 0.14], [0.05, -1.31, -0.41], [-0.31, 2.54, 2.38], [2.99, -0.34, -1.11], [2.53, 1.07, 0.47], [1.21, -0.36, -1.92], [-0.17, 1.28, 0.30], [-0.57, -1.41, 0.78], [-0.10, 0.48, 0.64], [-0.39, -1.72, 0.62], [-0.48, -0.73, -1.23], [0.24, -0.06, -0.21], [-1.47, -1.26, 0.90], [0.20, -0.40, -0.04], [-0.99, -0.43, -0.56], [-1.65, 1.03, 0.19], [2.06, 2.21, 1.59], [0.32, 0.08, 0.11], [-1.87, -1.52, -2.59], [-1.72, -0.76, -1.73], [0.95, -0.16, -0.02], [1.55, 0.69, 1.83], [0.09, 1.13, -0.47], [0.78, 0.07, -0.21], [-1.00, -1.24, 0.44]], "orbital_gap_ev": 8.404, "homo_energy_ev": -4.70, "charge": -1, "molar_mass_g_mol": 157.190, "fmax_ev_per_a": 3.5, "lumo_ev": 3.71, "e_above_lowest_kcal_mol": 53.4}

***

Entry 4:
{"formula": "C4H17N4Si2", "method": "ωB97M-V/def2-TZVPD", "species": ["C", "C", "C", "C", "N", "N", "N", "N", "Si", "Si", "H", "H", "H", "H", "H", "H", "H", "H", "H", "H", "H", "H", "H", "H", "H", "H", "H"], "xyz": [[-2.635, 0.196, -1.398], [3.806, -2.398, -0.783], [-5.536, 0.529, 0.507], [3.273, 1.142, 1.436], [0.303, 0.665, 0.020], [-2.490, 0.531, 0.049], [3.716, -1.368, 0.222], [1.154, -0.207, -0.179], [-3.762, 0.502, 1.109], [2.866, 0.089, -0.109], [-1.640, -0.310, -1.769], [-3.528, -0.392, -1.769], [-2.658, 1.096, -1.951], [4.703, -2.413, -1.436], [3.822, -3.612, -0.326], [3.018, -2.391, -1.477], [-5.869, 1.598, 0.556], [-5.537, -0.070, -0.481], [-6.217, -0.002, 1.099], [3.080, 2.207, 1.021], [2.587, 0.933, 2.179], [4.289, 1.100, 1.594], [0.544, 1.629, -0.088], [-1.477, 0.684, 0.297], [4.669, -1.107, 0.593], [-3.693, 0.566, 2.503], [3.213, 0.806, -1.418]], "forces_ev_per_a": [[1.71, -1.39, -0.96], [1.74, -4.39, 1.01], [1.79, -0.25, -1.85], [-2.04, 2.23, -4.68], [-1.37, -1.73, -0.61], [-1.13, -0.59, 0.25], [1.28, 0.59, -0.26], [-1.51, 0.04, 0.83], [-1.09, 0.02, -1.93], [2.63, 0.98, 0.39], [-2.06, 0.59, 0.97], [1.03, 0.39, 1.17], [-0.12, 1.17, -0.57], [-0.15, 0.47, 0.62], [-0.22, 3.59, -0.97], [-1.48, 0.14, -0.65], [0.24, -0.81, -0.85], [-0.32, 1.77, 1.02], [-0.72, -0.86, 1.38], [0.21, -1.34, 1.00], [-0.83, -0.42, 1.92], [2.16, -0.30, 1.01], [1.47, 1.49, 0.20], [-0.31, -0.54, -0.20], [-1.49, -0.63, -0.32], [0.83, 0.20, 1.49], [-0.26, -0.40, 0.59]], "orbital_gap_ev": 7.350, "homo_energy_ev": -11.78, "charge": 1, "molar_mass_g_mol": 177.380, "fmax_ev_per_a": 5.6, "lumo_ev": -4.43, "e_above_lowest_kcal_mol": 59.4}